Record 1
Entry from the Open Molecules 2025 dataset: a molecular structure, C35H28BrFIMgN6O6SSe2 (the ωB97M-V functional and the def2-TZVPD basis).

Element x y z (Å)
Mg -0.130 0.228 -0.398
Br 2.729 -1.809 2.578
C 2.975 -0.110 1.762
C 4.261 0.401 1.824
C 4.462 1.687 1.350
C 3.377 2.400 0.883
C 2.134 1.780 0.824
N 1.937 0.517 1.235
C 0.938 2.563 0.259
O 0.684 3.631 0.810
O 0.408 2.037 -0.766
H 5.060 -0.193 2.241
H 5.450 2.129 1.383
H 3.469 3.427 0.560
Se 2.050 -4.089 -0.574
Se -0.054 -3.481 -1.217
C -0.837 -2.920 0.451
C -1.966 -3.610 0.878
C -2.525 -3.253 2.094
C -1.913 -2.264 2.845
C -0.778 -1.654 2.337
N -0.258 -1.947 1.146
C 3.108 -2.605 -1.217
C 4.275 -2.875 -1.925
C 4.970 -1.804 -2.459
C 4.471 -0.520 -2.282
C 3.314 -0.358 -1.536
N 2.657 -1.385 -1.000
H -2.367 -4.409 0.270
H -3.409 -3.762 2.459
H -2.303 -1.966 3.808
H -0.258 -0.903 2.919
H 4.593 -3.900 -2.061
H 5.872 -1.971 -3.034
H 4.966 0.334 -2.724
H 2.874 0.619 -1.369
I -0.097 1.280 -3.986
C -0.048 -0.361 -2.539
H 0.807 -0.921 -2.915
H -0.932 -0.934 -2.838
N -2.203 -0.495 -0.444
S -2.886 0.328 -1.596
C -3.420 1.935 -0.996
C -2.923 3.046 -1.659
C -3.285 4.313 -1.224
C -4.128 4.453 -0.132
C -4.612 3.331 0.529
C -4.259 2.063 0.101
C -4.538 -0.416 -1.806
C -5.541 0.215 -2.527
C -6.715 -0.471 -2.802
C -6.878 -1.779 -2.369
C -5.868 -2.406 -1.653
C -4.692 -1.724 -1.378
H -2.660 -0.340 0.459
H -2.247 2.916 -2.495
H -2.903 5.182 -1.742
H -4.405 5.443 0.210
H -5.265 3.443 1.385
H -4.619 1.188 0.626
H -5.405 1.235 -2.866
H -7.501 0.016 -3.366
H -7.793 -2.313 -2.595
H -5.987 -3.429 -1.321
H -3.877 -2.190 -0.837
F -4.551 3.271 6.019
C -3.425 2.541 5.911
C -2.649 2.654 4.820
N -1.471 1.979 4.686
C -0.759 2.047 3.420
C -1.544 1.299 2.297
O -2.741 1.054 2.502
O -0.847 1.027 1.295
C -1.083 1.036 5.617
O -0.095 0.336 5.504
N -1.906 0.957 6.724
C -3.082 1.658 7.000
O -3.679 1.491 8.044
H -2.921 3.309 4.006
H 0.219 1.591 3.535
H -0.636 3.080 3.096
H -1.616 0.288 7.420

Output
HOMO level in Ha: -0.1720
Frontier orbital gap in hartree: 0.248
Max |F| in eV/A: 1.146
Energy relative to the best compared isomer or geometry (same formula, charge and spin) in kcal/mol: 0.0
LUMO in eV: 2.058
Net charge: -1


Record 2
Entry from the Open Molecules 2025 dataset: a molecular structure, C16H19Cl2IrN7OS2 (the ωB97M-V functional and the def2-TZVPD basis).

Element x y z (Å)
Ir 0.239 -0.230 -0.197
C -4.462 3.562 0.960
C -3.891 2.883 -0.273
N -3.757 1.438 -0.062
C -2.667 0.696 -0.179
S -1.168 1.436 -0.741
N -2.711 -0.586 0.068
N -1.507 -1.203 -0.076
C -1.466 -2.487 0.109
C -2.649 -3.311 0.470
C -0.149 -3.097 -0.067
C 0.067 -4.463 0.020
C 1.338 -4.961 -0.204
C 2.360 -4.076 -0.513
C 2.080 -2.727 -0.576
N 0.853 -2.238 -0.361
H -4.676 4.607 0.739
H -3.764 3.520 1.796
H -5.398 3.092 1.266
H -2.907 3.282 -0.516
H -4.533 3.043 -1.139
H -4.584 0.936 0.233
H -3.539 -2.701 0.558
H -2.457 -3.808 1.424
H -2.821 -4.082 -0.284
H -0.755 -5.123 0.254
H 1.528 -6.024 -0.141
H 3.365 -4.422 -0.706
H 2.862 -2.021 -0.808
Cl 1.115 2.790 1.233
C 1.108 4.261 0.240
Cl 1.744 3.928 -1.380
H 1.736 5.000 0.721
H 0.084 4.601 0.147
O -0.383 0.292 3.880
C -0.045 -0.046 2.818
N 0.337 -0.455 1.751
S 1.001 0.135 -2.517
C 2.412 0.458 -1.675
N 3.611 0.841 -2.177
C 4.654 1.140 -1.370
C 4.518 1.043 -0.012
C 3.285 0.610 0.479
N 2.286 0.323 -0.339
H 3.707 0.930 -3.183
H 5.569 1.444 -1.860
H 5.331 1.294 0.650
H 3.096 0.474 1.538

Output
HOMO level (spin up / spin down) in Ha: -0.5243 / -0.5225
Frontier orbital gap (spin up / spin down) in hartree: 0.258 / 0.211
Max |F| in eV/A: 2.074
Energy relative to the best compared isomer or geometry (same formula, charge and spin) in kcal/mol: 9.0
LUMO (spin up / spin down) in eV: -7.242 / -8.487
Multiplicity: 2
Net charge: +2


Record 3
Entry from the Open Molecules 2025 dataset: a single C4H13N3 molecule (the ωB97M-V functional and the def2-TZVPD basis).

Element x y z (Å)
C 1.070 0.536 -0.624
C 0.646 1.733 0.227
C 0.477 -1.688 -1.509
C -2.051 -0.865 0.334
N -0.002 -0.410 -0.925
N -0.587 -0.954 0.351
N 0.524 1.349 1.648
H -0.203 -0.460 1.175
H 0.058 2.071 2.185
H 1.444 1.222 2.057
H 1.933 0.042 -0.139
H 1.415 0.890 -1.596
H 1.364 2.549 0.075
H -0.329 2.086 -0.117
H 0.070 -1.806 -2.514
H 1.572 -1.730 -1.553
H -0.177 -2.011 -0.053
H -2.445 -1.318 1.245
H -2.407 -1.411 -0.539
H -2.371 0.174 0.270

Output
HOMO level in Ha: -0.2518
Frontier orbital gap in hartree: 0.283
Max |F| in eV/A: 0.664
Energy relative to the best compared isomer or geometry (same formula, charge and spin) in kcal/mol: 99.9
LUMO in eV: 0.845
Net charge: 0


Record 4
Entry from the Open Molecules 2025 dataset: 7 unconnected molecules or ions with the total composition C29H59BCl3N8O13S (the ωB97M-V functional and the def2-TZVPD basis).

Element x y z (Å)
C 0.490 2.557 -1.562
C 1.953 2.331 -0.943
Cl 2.954 3.893 -1.217
C 1.931 1.985 0.664
Cl 0.268 2.272 1.439
N 2.616 0.744 1.025
O 3.426 0.841 2.122
C 4.734 1.160 1.594
N 5.756 1.454 1.003
C 1.806 -0.512 1.001
C 1.312 -0.775 2.502
C 0.041 -1.712 2.712
C -1.339 -0.951 3.034
C -2.613 -1.905 2.652
S -4.085 -0.959 2.036
O -5.277 -1.356 2.889
O -3.880 0.531 1.935
Cl -4.432 -1.631 0.078
C 2.943 -1.666 0.701
B 2.349 -3.154 0.500
O 2.117 -4.116 1.559
O 1.971 -3.552 -0.856
C 0.735 -0.641 -0.172
O -0.541 -0.597 -0.091
O 1.260 -0.713 -1.486
H 0.077 3.547 -1.147
H 0.607 2.664 -2.708
H -0.229 1.683 -1.382
H 2.558 1.499 -1.441
H 2.581 2.842 1.112
H 2.198 -1.281 3.059
H 1.120 0.196 3.114
H 0.274 -2.413 3.611
H -0.180 -2.435 1.832
H -1.441 -0.765 4.175
H -1.416 0.032 2.440
H -2.327 -2.678 1.855
H -2.983 -2.517 3.565
H 3.723 -1.702 1.566
H 3.560 -1.346 -0.231
H 2.900 -4.216 2.144
H 1.062 -3.938 -0.844
C 6.339 0.440 -1.609
O 5.245 -0.061 -1.437
N 7.331 -0.079 -2.397
C 8.612 0.577 -2.554
C 7.091 -1.326 -3.096
H 6.624 1.386 -1.125
H 8.766 0.811 -3.611
H 9.402 -0.097 -2.211
H 8.653 1.500 -1.973
H 6.230 -1.204 -3.758
H 6.863 -2.107 -2.366
H 7.967 -1.613 -3.680
C 0.718 6.567 -0.211
O 0.830 5.482 -0.752
N 0.105 6.793 0.988
C 0.010 8.115 1.568
C -0.470 5.669 1.702
H 1.121 7.486 -0.669
H 0.508 8.113 2.542
H -1.046 8.371 1.698
H 0.482 8.860 0.925
H 0.318 4.941 1.910
H -1.227 5.197 1.072
H -0.924 5.999 2.638
C 5.235 -6.327 -3.851
O 5.349 -7.407 -4.406
N 4.625 -6.117 -2.649
C 4.529 -4.799 -2.051
C 4.054 -7.248 -1.946
H 5.634 -5.402 -4.299
H 5.030 -4.813 -1.079
H 3.475 -4.546 -1.915
H 4.999 -4.044 -2.685
H 4.841 -7.980 -1.747
H 3.294 -7.715 -2.578
H 3.603 -6.927 -1.006
C -10.466 0.140 4.264
O -11.570 -0.353 4.419
N -9.473 -0.375 3.483
C -8.182 0.271 3.349
C -9.716 -1.610 2.763
H -10.177 1.078 4.765
H -8.015 0.518 2.297
H -7.403 -0.415 3.690
H -8.138 1.187 3.942
H -10.568 -1.471 2.093
H -9.959 -2.399 3.479
H -8.836 -1.896 2.186
C -1.056 -3.447 -3.708
O -2.152 -3.952 -3.531
N -0.072 -3.958 -4.508
C 1.209 -3.300 -4.670
C -0.318 -5.197 -5.217
H -0.766 -2.504 -3.216
H 1.354 -3.057 -5.726
H 2.000 -3.979 -4.339
H 1.257 -2.382 -4.080
H -1.185 -5.069 -5.871
H -0.540 -5.985 -4.492
H 0.553 -5.479 -5.811
C -4.066 6.087 0.532
O -2.869 5.867 0.497
N -4.962 5.450 1.340
C -6.375 5.767 1.326
C -4.482 4.420 2.244
H -4.533 6.849 -0.114
H -6.675 6.102 2.323
H -6.938 4.869 1.058
H -6.593 6.555 0.603
H -3.741 4.855 2.919
H -4.003 3.628 1.662
H -5.307 4.003 2.822

Output
HOMO level in Ha: -0.1864
Frontier orbital gap in hartree: 0.252
Max |F| in eV/A: 7.316
LUMO in eV: 1.780
Net charge: -1


Record 5
Entry from the Open Molecules 2025 dataset: 3 unconnected molecules or ions with the total composition C5H15NO2 (the ωB97M-V functional and the def2-TZVPD basis).

Element x y z (Å)
C 1.465 -1.656 1.426
N -0.756 -1.364 -0.725
C 0.199 -0.351 -0.326
C 1.242 -0.505 0.569
C 2.260 0.617 0.950
C -0.097 0.929 -0.941
H 0.662 -2.505 1.248
H 1.797 -1.549 2.497
H 2.492 -2.239 1.160
H -0.658 -2.194 -0.174
H -1.707 -0.926 -0.686
H 2.627 0.514 2.022
H 1.903 1.659 0.775
H 3.112 0.672 0.368
H 0.222 0.992 -1.952
H -0.999 1.525 -0.860
H 0.523 1.750 -0.664
H -4.487 5.346 1.782
H -2.869 5.420 1.721
O -3.700 5.684 2.156
H -1.138 -4.020 -4.284
H -0.758 -3.691 -2.740
O -1.335 -4.107 -3.322

Output
HOMO level in Ha: -0.2908
Frontier orbital gap in hartree: 0.312
Max |F| in eV/A: 5.425
Energy relative to the best compared isomer or geometry (same formula, charge and spin) in kcal/mol: 63.9
LUMO in eV: 0.581
SMILES: CC(C)=C(C)N.O.O
Net charge: 0


Record 6
Entry from the Open Molecules 2025 dataset: 2 unconnected molecules or ions with the total composition C11H15N (the ωB97M-V functional and the def2-TZVPD basis).

Element x y z (Å)
C -1.508 3.961 -1.987
C -0.957 3.128 -3.176
H -1.330 3.390 -0.986
H -1.216 5.084 -1.809
H -2.596 3.823 -2.095
H -1.414 2.268 -3.499
H 0.173 2.979 -3.078
H -0.738 3.811 -4.017
C 0.675 1.162 2.016
C 0.675 -1.434 1.501
C 0.144 -0.053 1.390
C -0.335 -2.272 0.835
C -0.948 -0.134 0.584
C 2.141 -3.423 1.249
C 1.103 -4.166 0.717
C 1.875 -2.000 1.509
C -0.098 -3.593 0.382
N -1.311 -1.446 0.179
H 3.078 -3.881 1.365
H 1.445 -5.218 0.300
H 2.773 -1.520 2.131
H -0.822 -4.222 -0.130
H -0.065 1.512 2.715
H 1.025 2.045 1.355
H -1.362 0.875 0.226
H -2.038 -1.710 -0.145
H 1.629 1.038 2.467

Output
HOMO level in Ha: -0.2879
Frontier orbital gap in hartree: 0.320
Max |F| in eV/A: 16.773
Energy relative to the best compared isomer or geometry (same formula, charge and spin) in kcal/mol: 93.5
LUMO in eV: 0.880
SMILES: Cc1c[nH]c2ccccc12.CC
Net charge: 0


Record 7
Entry from the Open Molecules 2025 dataset: a single C4H8N2 molecule (the ωB97M-V functional and the def2-TZVPD basis).

Element x y z (Å)
C -0.801 0.824 -0.659
C 0.034 -0.516 1.294
C 0.557 -1.068 0.011
C 0.129 -0.196 -1.074
H -0.797 1.908 -1.087
H -1.577 0.234 -1.175
H -0.334 1.849 1.123
H -0.710 -1.066 1.721
H 0.420 -0.491 2.250
H 0.531 -2.081 -0.254
H 1.932 0.603 -0.075
H -0.161 -0.608 -2.116
N -0.807 0.843 0.742
N 1.583 -0.233 -0.701

Output
HOMO level in Ha: -0.3134
Frontier orbital gap in hartree: 0.350
Max |F| in eV/A: 6.032
Energy relative to the best compared isomer or geometry (same formula, charge and spin) in kcal/mol: 96.2
LUMO in eV: 1.006
SMILES: C1NC[C@H]2N[C@@H]12
Net charge: 0


Record 8
Entry from the Open Molecules 2025 dataset: a gas-phase ion, C3H9IN3 (charge +1) (the ωB97M-V functional and the def2-TZVPD basis).

Element x y z (Å)
C -0.696 0.747 0.402
C -0.030 -1.940 -0.182
C 0.230 -0.764 -1.095
N 0.306 0.396 -0.320
N -0.889 1.695 1.303
N 1.379 1.219 -0.539
I -2.706 1.999 2.271
H -1.524 0.010 0.549
H -0.063 -2.820 -0.929
H 0.805 -2.087 0.547
H -0.998 -1.852 0.379
H -0.458 -0.817 -1.821
H 1.238 -0.985 -1.564
H 2.318 0.845 -0.622
H 1.370 1.892 0.216
H -0.283 2.461 1.405

Output
HOMO level in Ha: -0.4885
Frontier orbital gap in hartree: 0.305
Max |F| in eV/A: 5.166
Energy relative to the best compared isomer or geometry (same formula, charge and spin) in kcal/mol: 49.3
LUMO in eV: -4.996
SMILES: CCN(N)/C=[NH+]/I
Net charge: +1


What did the eighth record say?
Entry from the Open Molecules 2025 dataset: a gas-phase ion, C3H9IN3 (charge +1) (the ωB97M-V functional and the def2-TZVPD basis).

Element x y z (Å)
C -0.696 0.747 0.402
C -0.030 -1.940 -0.182
C 0.230 -0.764 -1.095
N 0.306 0.396 -0.320
N -0.889 1.695 1.303
N 1.379 1.219 -0.539
I -2.706 1.999 2.271
H -1.524 0.010 0.549
H -0.063 -2.820 -0.929
H 0.805 -2.087 0.547
H -0.998 -1.852 0.379
H -0.458 -0.817 -1.821
H 1.238 -0.985 -1.564
H 2.318 0.845 -0.622
H 1.370 1.892 0.216
H -0.283 2.461 1.405

Output
HOMO level in Ha: -0.4885
Frontier orbital gap in hartree: 0.305
Max |F| in eV/A: 5.166
Energy relative to the best compared isomer or geometry (same formula, charge and spin) in kcal/mol: 49.3
LUMO in eV: -4.996
SMILES: CCN(N)/C=[NH+]/I
Net charge: +1